This record from the Open Molecules 2025 dataset describes a structure of composition C8H4Cl6O9P2Ti. The level of theory is wB97M-V/def2-TZVPD.

Computed properties:
Frontier orbital gap: 0.275 hartree
LUMO: 0.1558 Ha
DFT total energy: -5278.32520 Ha
HOMO level: -3.235 eV
Energy above the lowest of the compared OMol25 structures with the same formula, charge and spin: 0.597 eV

```
! wB97M-V def2-TZVPD RIJCOSX def2/J DEFGRID3
* xyz -2 1
Ti -0.1477 0.2244 -0.4736
Cl -0.9544 -0.0148 3.9464
C 0.4475 0.2449 2.9394
C 0.3761 0.2506 1.5670
C 1.4679 0.4836 0.8094
Cl 1.3220 1.1663 -2.1022
C 2.7122 0.7060 1.3522
Cl 4.1082 0.9664 0.3540
C 2.8203 0.7086 2.7413
Cl 4.3546 0.9901 3.4964
C 1.6861 0.4843 3.5386
Cl 1.8403 0.5133 5.2641
O -0.8754 -0.2004 -4.4969
P -1.2999 -1.0943 -3.2137
O -2.4465 -1.9510 -3.5739
O -1.3961 -0.1360 -2.0538
O 0.0560 -1.9703 -3.0273
P 0.8082 -2.4766 -1.6858
O 2.2784 -1.8829 -1.9040
O 0.8552 -3.9383 -1.5841
O 0.1612 -1.6976 -0.5288
H -1.2167 -0.6479 -5.2778
H 2.2479 -0.9108 -2.0017
Cl -2.6905 -0.5897 0.7077
C -3.1053 1.0775 1.1784
C -2.3378 2.1641 0.4115
O -2.8264 3.2826 0.4576
O -1.2132 1.8424 -0.1037
H -2.8624 1.1830 2.2353
H -4.1695 1.2226 1.0279
*
```

Atomic partial charges in e from the Mulliken method, atoms 1 to 5: atom 1 (Ti): -0.433, atom 2 (Cl): -0.250, atom 3 (C): -0.105, atom 4 (C): 0.261, atom 5 (C): 0.830

=====

This record from the Open Molecules 2025 dataset describes the ion C8H4F3N4 with charge +1 at a distorted geometry. The level of theory is wB97M-V/def2-TZVPD.

Computed properties:
Frontier orbital gap (alpha / beta): 0.208 / 0.208 hartree
LUMO (alpha / beta): -0.3239 / -0.3240 Ha
DFT total energy: -825.43188 Ha
HOMO level (alpha / beta): -14.472 / -14.473 eV
Energy above the lowest of the compared OMol25 structures with the same formula, charge and spin: 0.052 eV

```
! wB97M-V def2-TZVPD RIJCOSX def2/J DEFGRID3
* xyz 1 1
C -4.5768 0.7706 0.0244
C 2.0789 1.1500 -1.7616
C -1.1051 1.4437 0.8415
C 0.7248 1.2085 -2.0739
C -2.3070 1.3589 0.0624
C 0.0221 1.2753 0.0748
C 2.2916 1.0861 -0.3756
C 3.7040 0.8633 0.2011
N -5.5975 0.6945 -0.4794
N -3.4163 1.0328 0.5316
N 1.3537 1.2139 0.4826
N -0.2415 1.2458 -1.2380
F 3.9478 1.4510 1.3184
F 3.7495 -0.4687 0.3814
F 4.6918 1.0844 -0.6637
H 2.7830 0.9826 -2.4519
H -1.1821 1.2409 1.9140
H 0.2998 1.0663 -3.1610
H -2.0695 1.2855 -1.0489
*
```

Atomic partial charges in e from the Mulliken method, atoms 1 to 5: atom 1 (C): 0.484, atom 2 (C): -0.583, atom 3 (C): -0.189, atom 4 (C): -0.141, atom 5 (C): -0.027

=====

This record from the Open Molecules 2025 dataset describes a cluster of 22 separate species, C8H51F6N3O24S2 in total at a distorted geometry. The level of theory is wB97M-V/def2-TZVPD.

Computed properties:
<S²>: 0.76
Frontier orbital gap (alpha / beta): 0.316 / 0.143 hartree
LUMO (alpha / beta): -0.1169 / -0.2900 Ha
DFT total energy: -3700.58381 Ha
HOMO level (alpha / beta): -11.790 / -11.790 eV

```
! wB97M-V def2-TZVPD RIJCOSX def2/J DEFGRID3
* xyz 1 2
C 10.6103 11.8977 6.3622
C 12.0642 12.3182 6.3966
N 12.2959 13.5255 7.2058
C 13.5556 14.0068 7.5259
C 13.4065 15.1754 8.2299
N 12.0609 15.5518 8.1808
C 11.4098 14.5037 7.6042
C 11.4418 16.6268 8.9850
H 10.4869 11.1131 5.6158
H 9.8406 12.6217 6.0949
H 10.2729 11.3268 7.2273
H 12.3575 12.5117 5.3648
H 12.7307 11.5842 6.8496
H 14.4324 13.4220 7.2899
H 14.1023 15.8217 8.7442
H 10.3324 14.4811 7.5321
H 11.8299 17.6224 8.7700
H 11.6515 16.4759 10.0440
H 10.3612 16.5979 8.8451
C 12.0477 13.4165 11.4687
F 12.6226 14.6012 11.5289
F 12.4014 12.7823 10.4543
F 12.4020 12.6109 12.4724
S 10.0640 13.4768 11.2636
O 9.7586 14.3581 10.1564
O 9.6402 12.1441 10.9265
N 9.6588 14.1510 12.8108
S 9.0878 12.9248 13.5379
O 7.7914 12.6514 12.9050
O 10.0388 11.8253 13.6741
C 8.7168 13.6070 15.3039
F 7.9695 12.6778 15.9896
F 9.8809 13.9239 16.0590
F 8.0348 14.7393 15.2663
O 13.0612 9.1823 5.2261
H 13.2923 8.9985 6.1366
H 13.9023 9.2884 4.7817
O 11.4969 18.3995 11.7439
H 11.0595 18.9817 11.1226
H 12.3170 18.8460 11.9546
O 7.4437 11.0558 6.7158
H 7.1842 10.3275 6.1513
H 7.8776 10.6393 7.4605
O 11.4525 9.5284 9.6313
H 12.1510 10.1340 9.3833
H 11.4403 9.5550 10.5881
O 15.9454 14.6293 10.4640
H 16.0750 14.2681 11.3409
H 16.1668 15.5564 10.5513
O 10.0200 14.8256 4.4731
H 10.8994 15.1451 4.2713
H 9.6521 15.4885 5.0575
O 15.1136 13.6495 4.6648
H 15.0719 12.9534 4.0091
H 15.7301 14.2851 4.3012
O 12.6691 15.3396 4.1977
H 12.9064 16.2115 4.5135
H 13.3722 14.7710 4.5118
O 9.1184 16.7965 5.9157
H 9.7854 17.4129 6.2179
H 8.4145 16.8695 6.5603
O 8.0645 17.6895 10.2418
H 7.8317 17.5875 9.3189
H 8.6096 18.4760 10.2663
O 10.0371 11.4968 2.5720
H 10.4018 10.9256 3.2480
H 9.1318 11.6447 2.8455
O 16.3221 16.6270 6.9433
H 16.8015 17.0610 7.6491
H 16.8679 15.8766 6.7084
O 8.5847 9.8306 8.7220
H 9.4756 9.5425 8.9205
H 8.0902 9.6493 9.5213
O 17.0393 13.4716 8.4715
H 17.9642 13.4401 8.7161
H 16.6006 13.8395 9.2385
O 15.0849 11.4320 8.9890
H 15.1044 12.1624 9.6074
H 16.0036 11.1870 8.8780
O 10.5764 16.4062 13.5976
H 10.1091 15.6042 13.3639
H 10.8784 16.7604 12.7612
O 14.5852 9.2044 7.2776
H 14.7654 8.5517 7.9542
H 14.6614 10.0451 7.7287
O 17.3440 11.9352 6.1218
H 16.4518 11.8824 5.7791
H 17.2526 12.3874 6.9605
O 13.0212 19.5477 7.4733
H 12.4052 20.2545 7.6664
H 13.2790 19.2128 8.3322
O 7.3808 14.0189 6.3339
H 7.1972 14.1224 7.2676
H 7.7232 13.1286 6.2539
*
```

Atomic partial charges in e from the Mulliken method, atoms 1 to 5: atom 1 (C): -1.444, atom 2 (C): 0.276, atom 3 (N): 1.569, atom 4 (C): -0.561, atom 5 (C): -1.516